Entry 1:
Formula: C4H3N3O
Source: OMol25
Level of theory: ωB97M-V/def2-TZVPD

CARTESIAN COORDINATES (ANGSTROEM)
C: -0.17 0.57 0.15
C: 1.22 0.41 -0.27
C: -0.73 -0.73 0.26
C: -2.18 -0.69 -0.01
H: 0.14 2.23 0.65
H: 2.08 1.34 -0.42
H: 2.19 -1.68 0.06
N: 1.41 -0.98 -0.23
N: 0.20 -1.66 0.12
N: -3.39 -0.52 -0.28
O: -0.76 1.72 -0.03

Orbital gap = 0.326 Eh
Energy above the lowest of the compared OMol25 structures with the same formula, charge and spin = 436.6 kJ/mol
E = -393.55312 Ha



Entry 2:
Formula: C4H3N3O
Source: OMol25
Level of theory: ωB97M-V/def2-TZVPD

CARTESIAN COORDINATES (ANGSTROEM)
C: 0.86 0.49 1.88
C: 0.55 -0.34 -0.03
C: 0.10 -0.83 -1.22
C: -0.46 0.57 0.33
H: 1.31 0.76 2.82
H: 0.47 -1.67 -1.83
H: -1.61 -0.43 -2.22
N: 1.46 -0.38 1.06
N: -0.89 -0.02 -1.69
N: -0.37 1.07 1.53
O: -1.41 0.79 -0.62

Orbital gap = 0.350 Eh
Energy above the lowest of the compared OMol25 structures with the same formula, charge and spin = 225.0 kJ/mol
E = -393.63370 Ha



Entry 3:
Formula: C4H3N3O
Source: OMol25
Level of theory: ωB97M-V/def2-TZVPD

CARTESIAN COORDINATES (ANGSTROEM)
C: -0.13 -1.87 0.44
C: -0.58 0.02 -0.29
C: -0.10 2.01 -0.41
C: 0.68 -0.46 0.17
H: -0.29 -2.06 1.68
H: 0.33 -2.89 0.04
H: -0.28 3.10 -0.77
N: -1.12 1.16 -0.50
N: 1.15 1.64 -0.20
N: 1.62 0.52 0.28
O: -1.28 -1.16 -0.45

Orbital gap = 0.338 Eh
Energy above the lowest of the compared OMol25 structures with the same formula, charge and spin = 429.5 kJ/mol
E = -393.55582 Ha



Entry 4:
Formula: C4H3N4O4
Source: OMol25
Level of theory: ωB97M-V/def2-TZVPD

CARTESIAN COORDINATES (ANGSTROEM)
C: 1.54 -1.29 -0.31
C: -0.70 -1.29 0.17
C: 1.72 0.02 -0.12
C: -2.97 0.89 -0.42
N: 0.35 -1.89 -0.20
N: -0.65 -0.04 0.70
N: -1.53 0.86 0.65
N: 2.80 0.79 -0.07
O: -2.85 0.27 -1.43
O: 3.47 0.81 -1.11
O: -3.77 1.58 0.14
O: 3.11 1.52 0.94
H: 2.39 -1.87 -0.73
H: -1.63 -1.93 0.51
H: -1.27 1.55 1.27

<S²> = 2.036
Charge = -1
Orbital gap (spin up / spin down) = 0.247 / 0.238 Eh
E = -674.00300 Ha
Multiplicity = 3



Entry 5:
Formula: C4H3NO
Source: OMol25
Level of theory: ωB97M-V/def2-TZVPD

CARTESIAN COORDINATES (ANGSTROEM)
C: 0.68 1.01 0.59
C: 0.12 0.04 -0.40
C: -0.31 -0.84 -1.09
C: -1.30 -1.65 -1.73
H: 0.62 -0.02 2.23
H: 1.80 0.81 0.58
H: 0.37 2.07 0.18
N: -2.16 -2.27 -2.29
O: 0.19 0.86 1.94

SMILES = N#CC#CCO
Orbital gap = 0.401 Eh
Energy above the lowest of the compared OMol25 structures with the same formula, charge and spin = 187.2 kJ/mol
E = -284.10181 Ha



Entry 6:
Formula: C4H3NO
Source: OMol25
Level of theory: ωB97M-V/def2-TZVPD

CARTESIAN COORDINATES (ANGSTROEM)
O: -0.46 -2.24 -0.29
C: 0.61 -0.06 0.51
C: 0.19 1.17 -0.11
C: -0.11 2.20 -0.66
C: -0.21 -1.23 0.52
N: -0.36 -0.83 1.68
H: -0.88 -1.85 -1.07
H: 1.69 -0.23 0.54
H: -0.40 3.13 -1.11

SMILES = C#C[C@H]1N=C1O
Orbital gap = 0.369 Eh
Energy above the lowest of the compared OMol25 structures with the same formula, charge and spin = 284.2 kJ/mol
E = -284.06486 Ha



Entry 7:
Formula: C4H3NO
Source: OMol25
Level of theory: ωB97M-V/def2-TZVPD

CARTESIAN COORDINATES (ANGSTROEM)
C: -0.74 -0.59 0.51
C: -0.98 0.76 0.23
C: 0.62 -0.71 0.58
C: 1.14 0.49 0.14
N: 1.75 -0.68 -0.29
O: 0.17 1.32 -0.23
H: -1.61 -1.15 0.76
H: -1.71 1.51 0.16
H: 1.36 -0.96 -1.86

Orbital gap = 0.298 Eh
Energy above the lowest of the compared OMol25 structures with the same formula, charge and spin = 694.0 kJ/mol
E = -283.90876 Ha



Entry 8:
Formula: C4H3NO
Source: OMol25
Level of theory: ωB97M-V/def2-TZVPD

CARTESIAN COORDINATES (ANGSTROEM)
O: 0.75 -0.70 1.66
C: 0.19 0.67 0.23
C: 0.07 0.33 -1.13
C: -0.04 0.04 -2.30
C: -0.57 0.04 1.27
N: -1.68 0.03 1.73
H: 0.65 -1.62 1.34
H: 0.83 1.51 0.49
H: -0.15 -0.22 -3.33

Orbital gap (spin up / spin down) = 0.226 / 0.341 Eh
Energy above the lowest of the compared OMol25 structures with the same formula, charge and spin = 492.4 kJ/mol
E = -283.98554 Ha



Entry 9:
Formula: C4H3NO2
Source: OMol25
Level of theory: ωB97M-V/def2-TZVPD

CARTESIAN COORDINATES (ANGSTROEM)
O: 0.29 -2.47 1.09
C: -0.51 -1.59 0.86
C: -0.14 -0.32 0.19
N: -0.81 0.79 -0.17
C: -0.01 1.78 -0.75
C: 1.20 1.13 -0.71
O: 1.12 -0.11 -0.12
H: -1.57 -1.68 1.15
H: -1.74 1.05 -0.44
H: 2.16 1.42 -1.09

Orbital gap = 0.288 Eh
Energy above the lowest of the compared OMol25 structures with the same formula, charge and spin = 352.7 kJ/mol
E = -359.33601 Ha



Entry 10:
Formula: C4H3NO2
Source: OMol25
Level of theory: ωB97M-V/def2-TZVPD

CARTESIAN COORDINATES (ANGSTROEM)
O: -1.90 -2.29 -0.05
C: -1.05 -1.48 -0.21
C: -0.28 -0.54 0.70
N: -0.77 0.67 0.74
C: 0.23 1.47 0.23
C: 1.30 0.69 -0.08
O: 1.01 -0.58 0.27
H: -0.67 -1.15 -1.21
H: 0.08 2.52 0.03
H: 2.24 0.83 -0.58

SMILES = O=Cc1ncco1
Orbital gap = 0.364 Eh
Energy above the lowest of the compared OMol25 structures with the same formula, charge and spin = 236.8 kJ/mol
E = -359.38015 Ha



Entry 11:
Formula: C4H3NO2
Source: OMol25
Level of theory: ωB97M-V/def2-TZVPD

CARTESIAN COORDINATES (ANGSTROEM)
N: 2.23 -0.25 0.01
C: 0.98 -0.06 -0.01
C: -0.10 -1.07 -0.03
C: -1.26 -0.43 0.13
C: -0.99 1.02 0.02
O: -1.75 1.93 -0.13
O: 0.38 1.19 0.00
H: 2.72 0.64 0.04
H: 0.04 -2.12 -0.22
H: -2.25 -0.86 0.19

SMILES = [H]/N=C1/C=CC(=O)O1
Orbital gap = 0.374 Eh
Energy above the lowest of the compared OMol25 structures with the same formula, charge and spin = 50.1 kJ/mol
E = -359.45128 Ha



Entry 12:
Formula: C4H3NO2S
Source: OMol25
Level of theory: ωB97M-V/def2-TZVPD

CARTESIAN COORDINATES (ANGSTROEM)
C: -0.22 -0.43 -0.32
C: 0.50 -0.40 0.84
C: 0.74 0.98 1.09
C: 0.11 1.65 0.08
H: 0.83 -1.24 1.42
H: 1.29 1.44 1.90
H: -0.07 2.72 -0.13
N: -0.74 -1.54 -1.06
O: -0.48 -2.63 -0.53
O: -0.47 0.82 -0.78
S: -1.49 -1.37 -2.50

SMILES = [O-][N+](=S)c1ccco1
Orbital gap = 0.293 Eh
Energy above the lowest of the compared OMol25 structures with the same formula, charge and spin = 350.9 kJ/mol
E = -757.52916 Ha